1.
Computed, not measured: 8 unconnected molecules or ions with the total composition C4H23N2O8S at a distorted geometry, with the ωB97M-V functional and the def2-TZVPD basis.

Structure (XYZ):
```
38
Properties=species:S:1:pos:R:3:forces:R:3
C 0.5467 0.7810 -0.7731 -0.3 0.3 -0.1
N 0.5506 0.3675 0.6469 -1.5 -0.5 -0.4
C -0.5557 -0.1264 1.2941 0.6 0.2 0.3
N -1.6528 -0.6019 0.5794 0.2 1.0 0.6
O -0.5573 -0.1504 2.5493 0.0 0.0 -0.6
C 0.0979 2.2519 -0.9128 0.0 -0.2 -0.2
C 1.1641 3.2219 -0.3946 -0.7 0.7 0.9
S 0.5065 4.9439 -0.4369 0.2 -0.3 0.0
H 1.5826 0.6564 -1.1007 -0.1 0.1 -0.2
H -0.0757 0.1026 -1.3856 0.4 0.4 0.7
H 1.1893 0.9056 1.2349 -0.5 -0.4 -0.2
H -1.4921 -1.2871 -0.1275 0.6 -0.7 -1.0
H -2.4255 -0.9355 1.1449 0.4 0.3 0.4
H -0.1126 2.5103 -1.9787 0.2 -0.3 0.7
H -0.8667 2.4001 -0.3573 0.9 0.0 -0.3
H 1.4335 2.9734 0.6686 -0.2 0.1 -0.7
H 2.0894 3.1831 -0.9739 -0.1 -0.3 -0.1
H 2.6604 -2.7712 0.9560 0.1 -1.4 0.5
H 2.3844 -1.3552 1.4352 0.2 -0.3 -0.4
O 2.6478 -1.8912 0.6369 -0.2 1.6 0.0
H -1.3026 -0.6487 -3.0821 -0.1 -0.1 -0.1
H -0.0190 -1.3884 -2.7515 0.8 0.0 0.4
O -0.8174 -1.4748 -3.2610 -1.1 0.4 -0.8
H -2.1503 -0.0745 3.2706 1.5 -0.2 -0.5
H -2.7844 0.7550 4.3649 0.0 0.0 -0.1
O -2.9792 0.1041 3.6850 -1.7 0.2 0.8
H 1.6680 -1.7939 -0.7475 0.0 -0.1 -0.6
H 2.0466 -2.1193 -2.2257 -0.1 0.0 0.1
O 1.2836 -1.9547 -1.6606 0.8 -0.1 0.5
H 2.4537 -0.0083 3.3273 0.5 1.1 0.5
H 1.0201 -0.5396 2.9698 0.7 0.0 0.2
O 2.0009 -0.7642 3.0055 -1.2 -1.0 -0.4
H -2.2702 0.5925 -1.1694 -0.1 0.5 -1.1
H -2.1621 1.7937 -2.1845 0.0 -0.3 0.2
O -2.3404 0.8440 -2.1291 -0.2 -0.4 0.8
H -0.1845 -2.8481 -1.1461 -0.1 -0.1 0.0
H -1.4329 -2.7036 -1.9197 -0.4 0.4 -1.1
O -1.1449 -2.9501 -1.0509 0.1 -0.6 1.3
```
Positions in Å, forces in eV/Å.

Results
- charge = -1
- energy (Eh) = -1275.93747
- relative energy (zero: lowest compared OMol25 entry of this formula, charge and spin) (kcal/mol) = 0.0
- gap between HOMO and LUMO (eV) = 5.21
- 2S+1 = 1

Now the Mulliken charges, all in e:
1 C 0.405
2 N 0.164
3 C 0.627
4 N -0.234
5 O -0.980
6 C -0.617
7 C -0.854
8 S -0.639
9 H 0.460
10 H -0.825
11 H 0.290
12 H 0.253
13 H 0.291
14 H 0.306
15 H 0.227
16 H 0.130
17 H 0.286
18 H 0.305
19 H 0.401
20 O -0.708
21 H 0.421
22 H 0.357
23 O -0.744
24 H 0.402
25 H 0.279
26 O -0.685
27 H 0.416
28 H 0.209
29 O -0.678
30 H 0.287
31 H 0.296
32 O -0.772
33 H 0.366
34 H 0.337
35 O -0.757
36 H 0.418
37 H 0.395
38 O -0.832


2.
Computed, not measured: a single C6H9N molecule, with the ωB97M-V functional and the def2-TZVPD basis.

Structure (XYZ):
```
16
Properties=species:S:1:pos:R:3:forces:R:3
C -1.2866 1.5568 0.5446 -0.3 -0.1 -0.4
C -0.2112 0.7709 -0.0925 0.4 -0.1 -0.3
C 0.0410 -0.6703 0.0374 0.1 -0.4 0.2
C -1.0702 -1.6444 0.1934 0.0 0.0 0.1
C 1.4123 -0.9081 -0.0283 -0.1 0.1 0.0
C 2.0425 0.3242 -0.1859 0.3 -0.3 0.0
N 1.1305 1.3006 -0.2225 -0.2 0.4 0.1
H -2.1569 0.9312 0.7681 0.2 0.2 0.1
H -0.5235 0.6183 -1.1708 -0.2 0.3 0.0
H -1.5735 2.4288 -0.0555 0.1 -0.1 0.2
H -0.7802 -2.6571 -0.1012 0.0 0.2 0.0
H -1.9459 -1.3303 -0.3868 0.1 0.0 0.0
H -1.3932 -1.6670 1.2439 0.0 0.0 -0.1
H 1.9045 -1.8727 -0.0297 -0.1 0.2 0.0
H 3.0962 0.5293 -0.3407 -0.2 0.0 0.0
H 1.3144 2.2898 -0.1735 0.0 -0.2 0.0
```
Positions in Å, forces in eV/Å.

Results
- energy (Eh) = -288.63726
- relative energy (zero: lowest compared OMol25 entry of this formula, charge and spin) (kcal/mol) = 90.9
- gap between HOMO and LUMO (alpha / beta) (eV) = 5.49 / 7.32
- 2S+1 = 1

Now the Mulliken charges, all in e:
1 C -0.942
2 C 0.405
3 C 0.491
4 C -1.361
5 C -0.652
6 C -0.516
7 N -0.126
8 H 0.214
9 H 0.181
10 H 0.244
11 H 0.387
12 H 0.348
13 H 0.258
14 H 0.417
15 H 0.412
16 H 0.240